ORCA calculation (the ωB97M-V functional and the def2-TZVPD basis) on 2 unconnected molecules or ions with the total composition CH3BNO4.

```
10
Properties=species:S:1:pos:R:3:forces:R:3:lowdin_charge:R:1
B 0.30375 0.09116 -0.06450 -0.502 -0.061 0.806 -0.9006
C -0.51778 -1.08875 2.55853 0.404 -0.866 0.712 -0.5334
N 1.44921 -0.52888 -0.40267 0.794 -0.345 1.044 0.0731
O -0.40776 -0.53893 3.60404 -0.258 -0.580 -0.400 0.1095
O -0.71453 -1.99791 1.82364 0.008 0.753 0.610 0.1324
O -0.66129 0.40360 -1.04514 -0.921 0.241 0.068 0.0193
O -0.18528 0.45543 1.39741 -1.778 -0.225 -2.211 -0.0402
H 1.94663 -0.85790 0.43626 -0.009 0.175 -0.491 -0.0372
H -0.46290 -0.17207 -1.79643 0.154 0.330 0.315 0.0671
H -1.19965 0.46847 1.37365 2.108 0.579 -0.454 0.1101
```
Forces are in eV/Å.

## Properties
Frontier orbital gap   7.262 eV
LUMO energy   3.68 eV
Relative energy (zero: lowest compared OMol25 entry of this formula, charge and spin)   0.67 kcal per mole
E_tot   -11445.9454 eV
Net charge   -1